{
  "formula": "C7H12N2S",
  "method": "the ωB97M-V functional and the def2-TZVPD basis",
  "homo_ev": -7.82,
  "lumo_energy_ev": 0.89,
  "charge": 0,
  "smiles": "CC1=C(C)N2SNC[C@H]2C1",
  "orbital_gap_ev": 8.72,
  "de_lowest_kj_mol": 248.5,
  "e_tot_ha": -781.5345,
  "elements": ["C", "C", "C", "C", "N", "S", "N", "C", "C", "C", "H", "H", "H", "H", "H", "H", "H", "H", "H", "H", "H", "H"],
  "positions_angstrom": [[2.294272, 0.265818, -0.357473], [0.867589, 0.176603, 0.122251], [0.011202, 1.146807, 0.366536], [0.235690, 2.595461, 0.421249], [-1.375400, 0.622978, 0.801440], [-2.704380, 0.882964, -0.254490], [-2.948502, -0.714429, -0.862473], [-2.400931, -1.628176, 0.193458], [-1.207501, -0.834802, 0.950685], [0.129918, -1.193137, 0.176886], [2.490787, 1.242963, -0.592365], [2.296454, -0.304197, -1.250565], [2.923102, -0.106301, 0.368210], [0.411484, 2.826908, 1.486020], [-0.625234, 3.181268, 0.064439], [1.254865, 2.858005, -0.054768], [-2.453768, -0.874270, -1.674199], [-2.103369, -2.515947, -0.239065], [-3.266905, -1.496879, 0.878485], [-1.102091, -1.054616, 1.966780], [-0.123944, -1.295385, -0.860275], [0.638275, -1.971861, 0.760749]],
  "forces_ev_per_angstrom": [[-3.24, -0.78, 0.00], [-0.33, -1.32, 0.29], [-2.04, -0.99, 0.26], [1.59, 0.77, 0.33], [1.93, 0.47, -0.63], [-0.72, 0.01, -0.12], [0.36, 0.29, 1.86], [-1.61, 5.38, 2.43], [0.61, -0.90, -3.53], [-0.34, 2.39, 1.81], [0.91, 2.42, -0.52], [0.60, -0.77, -0.93], [1.72, -0.89, 1.37], [-0.38, 0.26, -0.24], [0.57, -0.10, -0.10], [-1.91, -0.20, 0.30], [1.41, -0.05, -2.36], [0.26, -2.13, -0.35], [0.59, -1.72, 0.13], [-0.15, -0.66, 1.59], [0.09, -1.40, -0.63], [0.09, -0.09, -0.96]]
}